Entry 1:
# C32H31BBrN10O4STi

C32H31BBrN10O4STi as an isolated structure in a non-equilibrium geometry (ωB97M-V/def2-TZVPD, OMol25).

Values from the calculation:
2S+1 = 3
⟨S²⟩ = 2.04
energy above the lowest of the compared OMol25 structures with the same formula, charge and spin = 0.064 eV
HOMO-LUMO gap (alpha / beta) = 5.3 / 7.0 eV
E_LUMO (alpha / beta) = 2.4 / 2.5 eV
total charge = -1

Last column: Löwdin charge in e.
Element x y z (Å)
Ti (-1.27402, -0.66546, -0.99808)  1.01
O (1.90523, -3.51406, -1.48294)  0.07
C (2.44996, -3.04810, -2.62034)  -0.26
C (3.59980, -3.68807, -3.08236)  -0.02
C (4.21396, -3.27355, -4.24990)  -0.11
C (3.68619, -2.22073, -4.98709)  -0.12
C (2.54128, -1.59222, -4.52257)  -0.05
C (1.91726, -1.96988, -3.33902)  -0.09
C (0.71459, -1.17034, -2.89038)  -0.40
O (-0.12654, -1.82809, -1.96800)  -0.28
N (1.19473, 0.03724, -2.25046)  0.00
N (0.10551, 0.81133, -1.77118)  -0.14
C (0.51539, 1.91210, -1.14467)  -0.24
C (-0.25991, 2.91606, -0.57499)  -0.64
Br (-2.15608, 2.83134, -0.89613)  0.75
C (0.11432, 3.94719, 0.28539)  -0.16
C (1.43910, 4.37512, 0.66040)  -0.24
C (1.59770, 5.07984, 1.87300)  -0.07
C (2.83052, 5.52256, 2.30744)  -0.12
C (3.97587, 5.28760, 1.54949)  -0.12
C (3.84247, 4.62127, 0.33941)  -0.10
C (2.60587, 4.17945, -0.10401)  -0.05
H (1.10461, -2.98179, -1.30040)  0.07
H (3.99114, -4.50923, -2.49625)  0.11
H (5.10887, -3.78176, -4.58901)  0.09
H (4.15358, -1.90174, -5.90934)  0.09
H (2.10434, -0.77974, -5.09618)  0.11
H (0.10481, -0.94666, -3.78530)  0.14
H (1.86234, 0.58265, -2.77909)  0.12
H (1.58348, 1.98133, -0.95509)  0.11
H (-0.69464, 4.46287, 0.78624)  0.07
H (0.71917, 5.26402, 2.48214)  0.10
H (2.90376, 6.05196, 3.25068)  0.09
H (4.94600, 5.62373, 1.89167)  0.09
H (4.71432, 4.44731, -0.28032)  0.10
H (2.53543, 3.71642, -1.07711)  0.09
N (2.22317, 1.07689, 6.75722)  0.08
C (1.90064, 0.53188, 5.51035)  -0.33
C (1.87007, 1.34635, 4.37691)  -0.02
C (1.59377, 0.80131, 3.13829)  -0.04
C (1.33276, -0.55875, 3.02205)  -0.31
C (1.36556, -1.37653, 4.13547)  -0.06
C (1.65440, -0.83276, 5.37652)  -0.04
S (1.02269, -1.20058, 1.41677)  0.61
O (2.12855, -0.81818, 0.59686)  -0.28
O (0.67121, -2.59581, 1.54186)  -0.31
N (-0.28509, -0.35681, 0.87947)  -0.14
C (-1.46294, -0.40991, 1.58493)  -0.47
N (-1.54708, -0.72410, 2.88613)  0.16
C (-2.76834, -0.71000, 3.39233)  -0.11
C (-3.92108, -0.41523, 2.66650)  -0.05
C (-3.72702, -0.12688, 1.33117)  -0.11
N (-2.51097, -0.09824, 0.80186)  0.03
H (2.03778, 2.06287, 6.84311)  0.08
H (1.87440, 0.56090, 7.54832)  0.08
H (2.06974, 2.40808, 4.46505)  0.11
H (1.56950, 1.43830, 2.26147)  0.12
H (1.14748, -2.43029, 4.02670)  0.11
H (1.68504, -1.47182, 6.25193)  0.10
H (-2.85281, -0.95775, 4.44741)  0.11
H (-4.90518, -0.42965, 3.10687)  0.10
H (-4.55057, 0.09218, 0.66069)  0.12
B (-4.61713, -1.78588, -2.30588)  -0.41
N (-3.93593, -2.38121, -1.02950)  -0.08
C (-4.57913, -3.15093, -0.14652)  -0.11
C (-3.65472, -3.72414, 0.71218)  -0.05
C (-2.43130, -3.23270, 0.26340)  -0.13
N (-2.61249, -2.42733, -0.78766)  -0.03
N (-3.67542, -0.85017, -3.13603)  -0.06
C (-3.99954, -0.47155, -4.37318)  -0.10
C (-3.10612, 0.49283, -4.80574)  -0.06
C (-2.23453, 0.64242, -3.73559)  -0.18
N (-2.57500, -0.16807, -2.72988)  -0.03
H (-4.93388, -2.69273, -3.04585)  0.07
H (-5.59839, -1.17023, -1.92551)  0.06
H (-5.64981, -3.25663, -0.21447)  0.12
H (-3.83740, -4.39034, 1.53666)  0.09
H (-1.43059, -3.38165, 0.64602)  0.10
H (-4.85654, -0.91472, -4.85339)  0.12
H (-3.08460, 1.00003, -5.75380)  0.09
H (-1.37360, 1.27755, -3.61716)  0.09

Entry 2:
# C5H14S

A 2-piece molecular cluster, C5H14S overall in a non-equilibrium geometry (ωB97M-V/def2-TZVPD, OMol25).

Values from the calculation:
energy above the lowest of the compared OMol25 structures with the same formula, charge and spin = 2.062 eV
HOMO-LUMO gap = 9.3 eV
SMILES = CCC.CSC
E_LUMO = 0.8 eV
total charge = 0

Last column: Löwdin charge in e.
Element x y z (Å)
C (3.05244, 2.63557, -2.30893)  -0.12
C (2.03107, 1.91854, -1.35950)  -0.27
C (0.65099, 2.73551, -1.10270)  -0.13
H (3.81276, 2.11405, -2.65078)  -0.01
H (3.51592, 3.46282, -1.71166)  0.08
H (2.71387, 3.09746, -3.25170)  0.08
H (2.32715, 1.76510, -0.27910)  0.09
H (1.89087, 0.84740, -1.71266)  0.10
H (-0.23025, 2.04884, -0.80410)  0.08
H (0.66935, 3.47540, -0.30698)  0.04
H (0.46103, 3.43819, -1.94641)  0.06
C (-3.35220, -3.69697, 2.75581)  -0.40
S (-2.18051, -4.03060, 1.26613)  0.62
C (-1.17602, -2.37833, 1.14953)  -0.39
H (-3.05857, -4.27609, 3.66371)  0.03
H (-4.25995, -4.13388, 2.29803)  0.00
H (-3.56110, -2.58213, 2.86039)  0.05
H (-2.01443, -1.63218, 0.96563)  0.03
H (-0.68040, -2.26926, 2.22460)  0.07
H (-0.61202, -2.53944, 0.25070)  -0.01

Entry 3:
# C30H62BrN6O6

A 3-piece molecular cluster, C30H62BrN6O6 overall (ωB97M-V/def2-TZVPD, OMol25).

Values from the calculation:
HOMO-LUMO gap = 8.0 eV
E_LUMO = -2.8 eV
total charge = +1

Last column: Löwdin charge in e.
Element x y z (Å)
C (1.37088, -3.40753, 4.32828)  -0.09
C (0.57847, -2.24937, 3.70214)  -0.25
C (0.74728, -2.14977, 2.18159)  -0.20
C (0.48337, -0.74024, 1.61822)  -0.14
C (-0.61370, -0.73478, 0.57623)  -0.27
N (-0.40091, -1.56552, -0.63830)  0.04
O (0.74749, -1.18553, -1.40278)  -0.10
C (1.91379, -1.97271, -1.08218)  -0.14
C (2.95495, -1.62953, -2.15978)  -0.19
N (4.07069, -0.82373, -1.72845)  -0.05
C (4.97682, -1.50147, -0.81709)  -0.19
C (6.10244, -0.58265, -0.36374)  -0.42
C (5.58967, 0.72923, 0.21159)  -0.04
O (6.82891, -1.34801, 0.59972)  -0.04
C (-1.50043, -1.22549, -1.43378)  -0.27
N (-1.74653, -1.93063, -2.50546)  0.17
C (-2.68461, -1.61576, -3.58659)  -0.14
C (-2.33476, -2.39278, -4.85621)  -0.15
C (-3.54470, -3.04618, -5.50646)  -0.26
O (-3.94989, -4.18112, -4.75062)  -0.05
N (-2.13850, -0.11344, -1.04669)  0.03
C (-3.60832, -0.06074, -0.92709)  -0.13
C (-4.17163, 1.29104, -1.37634)  -0.18
N (-5.24908, 1.71446, -0.48538)  -0.10
C (-6.58866, 1.26539, -0.95482)  -0.19
C (-7.56400, 0.95357, 0.18723)  -0.07
C (-5.23340, 3.13983, -0.29521)  -0.49
C (-5.87624, 3.63818, 0.97459)  0.01
O (-4.73221, 3.87737, -1.10184)  0.11
C (-1.22242, 0.54321, -0.02229)  -0.66
Br (-2.17806, 1.50191, 1.35914)  0.93
C (-0.31883, 1.51743, -0.78782)  -0.19
C (0.97958, 1.92531, -0.10211)  -0.19
C (1.72855, 3.01614, -0.86262)  -0.26
N (2.63201, 2.38551, -1.83341)  0.02
H (1.71869, -4.10599, 3.56524)  0.07
H (0.76356, -3.94811, 5.05184)  0.05
H (2.24746, -3.03666, 4.85823)  0.08
H (0.88035, -1.30177, 4.15566)  0.11
H (-0.48416, -2.36922, 3.93335)  0.10
H (1.74924, -2.48331, 1.90619)  0.10
H (0.06543, -2.85991, 1.70141)  0.12
H (0.14035, -0.08588, 2.42303)  0.11
H (1.40266, -0.30583, 1.23932)  0.09
H (-1.47057, -1.22902, 1.05298)  0.15
H (1.63711, -3.02801, -1.05165)  0.13
H (2.29004, -1.66765, -0.10495)  0.09
H (2.43951, -1.10778, -2.97154)  0.12
H (3.34477, -2.55960, -2.57921)  0.12
H (3.77392, 0.07663, -1.36622)  0.07
H (5.40539, -2.35723, -1.34495)  0.13
H (4.49667, -1.89317, 0.09600)  0.12
H (6.76461, -0.37754, -1.21030)  0.15
H (4.66849, 0.57973, 0.78480)  0.08
H (5.41566, 1.45980, -0.57629)  0.05
H (6.33590, 1.15933, 0.88340)  0.08
H (7.27324, -0.74253, 1.19994)  0.08
H (-1.15418, -2.74363, -2.61666)  0.17
H (-3.69054, -1.88455, -3.26152)  0.11
H (-2.64331, -0.53704, -3.75020)  0.14
H (-1.64342, -3.20343, -4.60807)  0.12
H (-1.81734, -1.75405, -5.57250)  0.12
H (-4.37160, -2.33639, -5.60166)  0.13
H (-3.27277, -3.39370, -6.50267)  0.12
H (-4.76900, -3.99862, -4.28611)  0.09
H (-3.89087, -0.25669, 0.10802)  0.11
H (-4.00267, -0.87358, -1.53101)  0.10
H (-3.37816, 2.03336, -1.34738)  0.10
H (-4.50342, 1.23283, -2.41949)  0.13
H (-6.41403, 0.36919, -1.54866)  0.11
H (-7.00518, 2.02823, -1.62104)  0.13
H (-8.34954, 1.70319, 0.27024)  0.08
H (-7.02677, 0.92395, 1.13330)  0.07
H (-8.04118, -0.01490, 0.04526)  0.07
H (-5.23664, 4.40418, 1.40936)  0.09
H (-6.04323, 2.83679, 1.68761)  0.07
H (-6.83533, 4.10235, 0.73458)  0.10
H (-0.09846, 1.05974, -1.75427)  0.12
H (-0.91109, 2.41201, -0.99981)  0.11
H (0.78407, 2.23321, 0.92706)  0.11
H (1.65229, 1.06874, -0.06896)  0.09
H (2.32924, 3.59469, -0.16003)  0.11
H (1.01831, 3.70910, -1.33169)  0.11
H (2.13851, 1.65498, -2.33794)  0.06
H (2.94596, 3.04444, -2.53599)  0.07
C (6.10231, 4.97190, -3.17019)  -0.02
C (6.80326, 4.25016, -2.04438)  -0.50
O (6.73792, 3.04908, -1.92338)  0.06
C (7.59147, 5.10504, -1.08330)  -0.02
H (5.57421, 4.25560, -3.79489)  0.08
H (5.39979, 5.70364, -2.76611)  0.08
H (6.82864, 5.51792, -3.77439)  0.09
H (6.93650, 5.83971, -0.61111)  0.09
H (8.36535, 5.65571, -1.62082)  0.09
H (8.05062, 4.47944, -0.32236)  0.08
C (-1.68828, -1.88027, 8.08924)  -0.02
C (-1.56886, -3.04820, 7.14173)  -0.50
O (-0.55146, -3.69376, 7.05158)  0.06
C (-2.78919, -3.37244, 6.31169)  -0.03
H (-0.75456, -1.74579, 8.62877)  0.08
H (-1.92806, -0.97066, 7.53494)  0.08
H (-2.49957, -2.05471, 8.79812)  0.09
H (-3.06617, -2.50966, 5.70200)  0.08
H (-3.63568, -3.59720, 6.96271)  0.09
H (-2.58416, -4.22780, 5.67246)  0.08

Entry 4:
# ClFN2O3

A 2-piece molecular cluster, ClFN2O3 overall in a non-equilibrium geometry (ωB97M-V/def2-TZVPD, OMol25).

Values from the calculation:
energy above the lowest of the compared OMol25 structures with the same formula, charge and spin = 0.031 eV
HOMO-LUMO gap = 10.6 eV
SMILES = O=[N+]([O-])Cl.O=NF
E_LUMO = -1.0 eV
total charge = 0

Last column: Löwdin charge in e.
Element x y z (Å)
O (0.01170, 0.42779, -2.57598)  0.08
N (0.29941, -0.32438, -1.74540)  -0.73
O (-0.32879, -1.07995, -1.12588)  0.06
Cl (2.08927, -0.31709, -1.26792)  0.58
O (-1.21021, 0.16981, 3.30349)  0.16
N (-0.81118, 0.52269, 2.31005)  0.05
F (0.49257, -0.11872, 1.79420)  -0.20

Entry 5:
# C21H25OTc

C21H25OTc as an isolated structure in a non-equilibrium geometry (ωB97M-V/def2-TZVPD, OMol25).

Values from the calculation:
2S+1 = 4
⟨S²⟩ = 3.78
energy above the lowest of the compared OMol25 structures with the same formula, charge and spin = 0.000 eV
HOMO-LUMO gap (alpha / beta) = 2.9 / 5.5 eV
E_LUMO (alpha / beta) = 2.9 / 2.8 eV
total charge = -1

Last column: Löwdin charge in e.
Element x y z (Å)
Tc (-0.20795, 0.04870, 0.28450)  1.22
C (-2.18730, -0.83742, 0.37452)  -0.25
C (-1.88697, -1.14820, -1.00605)  -0.21
C (-0.76629, -2.01687, -1.03810)  -0.18
H (-2.43758, -0.79148, -1.86863)  0.08
C (-0.28901, -2.17956, 0.31037)  -0.26
C (-1.24822, -1.54956, 1.19535)  -0.28
H (-1.31355, -1.65723, 2.26929)  0.10
H (-3.04302, -0.28769, 0.74523)  0.09
H (-0.37395, -2.52315, -1.91007)  0.07
H (0.54588, -2.80107, 0.61731)  0.08
C (0.55798, 1.92784, 1.32901)  -0.25
C (0.03727, 0.89840, 2.19375)  -0.27
C (0.93158, -0.23763, 2.08070)  -0.28
H (-0.79095, 0.99115, 2.88333)  0.09
C (1.94231, 0.08335, 1.11683)  -0.24
C (1.72737, 1.43339, 0.68183)  -0.18
H (2.35891, 1.98711, -0.00395)  0.09
H (0.15504, 2.92905, 1.22571)  0.09
H (0.90854, -1.13880, 2.67750)  0.09
H (2.78451, -0.54843, 0.86451)  0.06
O (1.26357, -0.08215, -1.85477)  -0.20
C (2.67242, -0.91078, -2.25454)  -0.42
C (2.23321, -0.82888, -3.71435)  -0.10
C (2.66101, -2.26802, -1.61145)  -0.03
C (3.83841, -0.02345, -1.89285)  -0.03
C (1.02559, -0.01355, -3.27251)  -0.23
H (1.96217, -1.79788, -4.14111)  0.11
H (2.92950, -0.27819, -4.35011)  0.11
H (1.06349, 1.03515, -3.59437)  0.11
H (0.05797, -0.47198, -3.51437)  0.11
H (3.54153, -2.83011, -1.95480)  0.09
H (1.75427, -2.81716, -1.88308)  0.07
H (2.70911, -2.17598, -0.51869)  0.07
H (4.69569, -0.28433, -2.52930)  0.09
H (4.11517, -0.17762, -0.84488)  0.07
H (3.58292, 1.03137, -2.04674)  0.09
C (-3.18034, 3.76524, -1.48862)  -0.15
C (-2.27654, 3.12726, -2.34316)  -0.13
C (-1.43864, 2.10587, -1.86003)  -0.13
C (-1.52269, 1.72423, -0.53189)  -0.23
C (-2.42550, 2.34355, 0.32636)  -0.16
C (-3.25279, 3.37262, -0.14877)  -0.13
H (-3.82570, 4.56298, -1.86391)  0.08
H (-2.21244, 3.41582, -3.39411)  0.08
H (-0.73167, 1.62049, -2.52974)  0.05
H (-2.50655, 2.03628, 1.36937)  0.08
H (-3.94780, 3.85404, 0.54131)  0.08